--- P ---
A molecular structure, CH2N2O, computed with ωB97M-V with the def2-TZVPD basis set.

Computed properties:
E_LUMO   0.9 eV
HOMO energy   -10.1 eV
HOMO-LUMO gap   10.98 eV

Last column: Löwdin charge in e.
Atoms and positions in Å:
C (-0.02702, -0.65219, 0.04367)  -0.25
N (-0.34479, -0.24174, 1.21607)  0.02
N (-0.21061, 0.51617, -0.60877)  0.06
O (-0.46289, 1.05854, 0.78774)  -0.08
H (0.62864, 0.87511, -1.06128)  0.12
H (0.41668, -1.55589, -0.37744)  0.12

--- Q ---
2 unconnected molecules or ions with the total composition CH2N2O, computed with ωB97M-V with the def2-TZVPD basis set.

Computed properties:
E_LUMO   0.2 eV
HOMO energy   -8.7 eV
HOMO-LUMO gap   8.89 eV

Last column: Löwdin charge in e.
Atoms and positions in Å:
C (0.92035, -0.60880, 0.23439)  -0.09
N (-1.64477, 0.48383, 0.11748)  0.03
N (-1.92738, -0.54727, -0.20492)  0.14
O (0.83933, 0.62461, -0.12046)  -0.15
H (2.09267, -0.81349, 0.10844)  0.04
H (-0.28020, 0.86112, -0.13493)  0.04

Most stable structure - Q; separation to the second - 32.0 kcal/mol.